Entry w
A cluster of 4 separate species, C2H4S in total, computed with the ωB97M-V functional and the def2-TZVPD basis.

Calculated values
HOMO   -8.8 eV
Orbital gap   7.857 eV

Structure (ORCA input):
```
! wB97M-V def2-TZVPD RIJCOSX def2/J DEFGRID3
* xyz 0 1
C 0.530 -0.335 -0.012
C -0.627 0.639 -0.045
H 1.892 0.556 -0.138
H 0.829 -1.456 -0.976
H 0.168 -0.981 1.266
H -0.724 1.772 -0.041
S -2.068 -0.195 -0.054
*
```

***

Entry x
An isolated molecule of C2H4S, computed with the ωB97M-V functional and the def2-TZVPD basis.

Calculated values
SMILES string   CC=S
HOMO   -8.7 eV
Orbital gap   8.432 eV

Structure (ORCA input):
```
! wB97M-V def2-TZVPD RIJCOSX def2/J DEFGRID3
* xyz 0 1
C 0.885 0.713 1.192
C 0.075 -0.210 0.563
H 1.457 0.296 2.021
H 0.327 1.524 1.603
H 1.549 1.024 0.399
H 0.023 -1.178 1.130
S -0.570 -0.293 -0.980
*
```

***

Going by the computed energies, the most stable comes first: entry x, entry w.

***

Entry w
An isolated molecule of C2H6NO2P, computed with the ωB97M-V functional and the def2-TZVPD basis.

Calculated values
SMILES string   N[C@H](CO)P=O
HOMO   -8.4 eV
Orbital gap   8.510 eV

Structure (ORCA input):
```
! wB97M-V def2-TZVPD RIJCOSX def2/J DEFGRID3
* xyz 0 1
C -0.065 0.911 -0.473
C -0.463 -0.503 -0.443
N 0.384 -1.276 0.389
O -3.231 -0.455 -0.619
O -0.910 1.694 0.378
P -2.221 -0.399 0.404
H 1.067 0.898 -0.205
H -0.041 1.408 -1.482
H -0.242 -0.944 -1.422
H -0.054 -2.186 0.377
H 0.647 -0.820 1.262
H -0.400 1.510 1.192
*
```

***

Entry x
A cluster of 2 separate species, C2H6NO2P in total, computed with the ωB97M-V functional and the def2-TZVPD basis.

Calculated values
HOMO (alpha / beta)   -7.6 / -8.6 eV
Orbital gap (alpha / beta)   7.593 / 8.173 eV

Structure (ORCA input):
```
! wB97M-V def2-TZVPD RIJCOSX def2/J DEFGRID3
* xyz 0 1
C 0.374 -0.560 -1.308
C -0.446 0.365 1.473
N -3.359 0.621 -0.521
O -4.143 -0.080 -0.031
O -1.339 -1.964 0.235
P -0.956 -0.593 -0.062
H 0.108 -0.142 -2.283
H 1.245 -0.096 -0.749
H 0.617 -1.517 -1.572
H 0.415 -0.087 1.860
H -0.476 1.423 1.354
H -1.376 0.283 2.176
*
```

***

Going by the computed energies, the most stable comes first: entry w, entry x.

***

Entry w
An isolated molecule of C4H9N3S, computed with the ωB97M-V functional and the def2-TZVPD basis.

Calculated values
SMILES string   C/C=C/N(S)/C=N/N
HOMO   -7.9 eV
Orbital gap   8.781 eV

Structure (ORCA input):
```
! wB97M-V def2-TZVPD RIJCOSX def2/J DEFGRID3
* xyz 0 1
C -3.042 -0.423 0.275
C -1.592 -0.312 0.011
C -0.961 0.763 -0.472
C 1.333 -0.113 -0.374
H -3.348 -1.495 0.258
H -3.616 0.080 -0.533
H -3.316 -0.004 1.257
H -1.014 -1.084 0.560
H -1.458 1.572 -1.006
H 1.224 2.210 1.356
H 0.908 -0.935 -1.000
H 3.361 -1.682 -0.736
H 4.272 -0.803 0.322
N 0.450 0.972 -0.359
N 2.464 -0.093 0.213
N 3.346 -1.158 0.145
S 0.992 2.503 0.082
*
```

***

Entry x
An isolated molecule of C4H9N3S, computed with the ωB97M-V functional and the def2-TZVPD basis.

Calculated values
SMILES string   C=N/N=C(/CN)CS
HOMO   -9.0 eV
Orbital gap   9.590 eV

Structure (ORCA input):
```
! wB97M-V def2-TZVPD RIJCOSX def2/J DEFGRID3
* xyz 0 1
C 1.477 -0.728 -0.220
C 0.240 0.039 0.238
C -0.711 -0.980 0.803
C -1.840 2.242 -0.511
H 3.178 0.670 0.586
H 2.664 0.624 -1.172
H 1.083 -1.305 -1.322
H 1.719 -1.799 0.491
H -1.161 -0.384 1.611
H -0.164 -1.779 1.350
H -2.217 -2.693 0.235
H -1.334 2.011 -1.481
H -2.870 2.672 -0.230
N 2.770 0.065 -0.328
N 0.001 1.220 -0.061
N -1.128 1.776 0.476
S -1.707 -1.652 -0.466
*
```

***

Going by the computed energies, the most stable comes first: entry w, entry x.

***

Entry w
An isolated molecule of C2H6BrP, computed with the ωB97M-V functional and the def2-TZVPD basis.

Calculated values
SMILES string   CC=[PH2]Br
HOMO (alpha / beta)   -8.7 / -8.4 eV
Orbital gap (alpha / beta)   7.164 / 7.395 eV

Structure (ORCA input):
```
! wB97M-V def2-TZVPD RIJCOSX def2/J DEFGRID3
* xyz 0 1
C -0.770 0.837 0.260
C -0.137 -0.503 0.270
P 1.653 -0.598 -0.193
Br 4.134 -0.047 -0.231
H -0.985 1.241 -0.779
H 0.121 1.446 0.753
H -1.656 0.950 0.998
H -0.422 -1.152 1.070
H 2.118 -1.907 -0.483
H 1.562 -0.244 -1.592
*
```

***

Entry x
An isolated molecule of C2H6BrP, computed with the ωB97M-V functional and the def2-TZVPD basis.

Calculated values
SMILES string   CPCBr
HOMO   -9.5 eV
Orbital gap   10.275 eV

Structure (ORCA input):
```
! wB97M-V def2-TZVPD RIJCOSX def2/J DEFGRID3
* xyz 0 1
C -0.982 0.387 0.072
C 1.675 -0.404 0.331
P 0.696 1.165 0.091
Br 3.553 -0.032 -0.028
H -1.249 0.089 1.086
H -1.020 -0.482 -0.584
H -1.702 1.128 -0.266
H 1.368 -1.208 -0.340
H 1.613 -0.740 1.368
H 0.864 1.177 -1.301
*
```

***

Going by the computed energies, the most stable comes first: entry x, entry w.

***

Entry w
An isolated molecule of C5H6N2S, computed with the ωB97M-V functional and the def2-TZVPD basis.

Calculated values
SMILES string   CC1=NC=CN=CS1
HOMO   -8.8 eV
Orbital gap   8.936 eV

Structure (ORCA input):
```
! wB97M-V def2-TZVPD RIJCOSX def2/J DEFGRID3
* xyz 0 1
C 1.881 0.704 -0.823
C 0.994 -0.199 -1.432
C 1.020 1.264 1.204
C -0.776 -0.675 0.051
C -2.235 -0.950 0.377
N 1.608 1.624 0.174
N -0.316 -0.652 -1.141
S 0.332 -0.409 1.531
H 2.949 0.752 -1.144
H 1.536 -0.827 -2.200
H 0.712 1.929 2.024
H -2.553 0.104 0.469
H -2.427 -1.262 1.356
H -2.725 -1.403 -0.445
*
```

***

Entry x
A structure of composition C5H6N2S, computed with the ωB97M-V functional and the def2-TZVPD basis.

Calculated values
HOMO   -7.8 eV
Orbital gap   8.786 eV

Structure (ORCA input):
```
! wB97M-V def2-TZVPD RIJCOSX def2/J DEFGRID3
* xyz 0 1
C 1.044 -0.318 -1.197
C -0.336 0.152 0.668
C -2.376 0.201 -0.254
C -1.635 -0.447 -1.167
C -0.280 -0.719 -0.562
H 1.486 -1.103 -1.812
H 0.947 0.572 -1.794
H -1.887 1.261 1.507
H -3.393 0.484 -0.305
H -1.979 -0.818 -2.114
H -0.220 -1.772 -0.226
N 0.720 0.601 1.231
N -1.662 0.443 0.947
S 2.071 0.054 0.285
*
```

***

Going by the computed energies, the most stable comes first: entry x, entry w.

***

Entry w
A cluster of 2 separate species, C4H8O4 in total, computed with the ωB97M-V functional and the def2-TZVPD basis.

Calculated values
HOMO   -8.2 eV
Orbital gap   8.831 eV

Structure (ORCA input):
```
! wB97M-V def2-TZVPD RIJCOSX def2/J DEFGRID3
* xyz 0 1
C -2.208 -0.670 -0.258
C -1.836 0.600 -0.148
C 1.037 -0.611 -0.360
C 0.344 0.726 0.107
O 0.957 -1.628 0.568
O 2.278 -0.297 -0.776
O 0.733 1.840 -0.518
O 0.387 0.777 1.476
H -3.258 -1.042 -0.070
H -1.505 -1.520 -0.359
H -2.219 1.533 -0.290
H 0.444 -0.956 -1.341
H 0.327 -1.501 1.276
H 2.996 -0.368 -0.041
H 1.497 1.542 -1.050
H 0.024 1.574 1.783
*
```

***

Entry x
A structure of composition C4H8O4, computed with the ωB97M-V functional and the def2-TZVPD basis.

Calculated values
HOMO   -9.7 eV
Orbital gap   10.305 eV

Structure (ORCA input):
```
! wB97M-V def2-TZVPD RIJCOSX def2/J DEFGRID3
* xyz 0 1
C 0.473 -1.319 0.853
C 0.869 0.138 0.540
C -0.666 1.562 -1.038
C 0.114 0.327 -0.778
O 0.854 -2.191 -0.039
O -1.157 -0.896 0.614
O 0.501 1.035 1.549
O 0.388 -0.485 -1.701
H 0.691 -1.568 -1.073
H -1.597 -1.686 0.276
H -0.413 0.830 1.792
H 0.538 -1.613 1.905
H 1.947 0.228 0.381
H -1.177 1.495 -1.996
H -1.389 1.732 -0.245
H 0.024 2.410 -1.041
*
```

***

Going by the computed energies, the most stable comes first: entry x, entry w.

***

Entry w
A cluster of 2 separate species, C3H8NO2 in total, computed with the ωB97M-V functional and the def2-TZVPD basis.

Calculated values
HOMO   -15.3 eV
Orbital gap   10.708 eV

Structure (ORCA input):
```
! wB97M-V def2-TZVPD RIJCOSX def2/J DEFGRID3
* xyz 1 1
O -0.515 0.065 -1.004
C 0.220 0.230 -1.959
O 0.483 1.353 -2.541
H 0.632 -0.679 -2.461
H 1.017 1.321 -3.351
C -1.025 -1.254 1.550
C 0.799 0.044 2.427
N 0.060 -0.294 1.449
H -1.526 -1.537 0.628
H -1.867 -0.929 2.176
H -0.565 -2.153 1.981
H 0.532 -0.300 3.411
H 1.649 0.672 2.188
H 0.107 0.145 0.471
*
```

***

Entry x
A cluster of 2 separate species, C3H8NO2 in total, computed with the ωB97M-V functional and the def2-TZVPD basis.

Calculated values
HOMO   -12.9 eV
Orbital gap   9.043 eV

Structure (ORCA input):
```
! wB97M-V def2-TZVPD RIJCOSX def2/J DEFGRID3
* xyz 1 1
C -2.009 0.280 0.732
C -0.708 -0.238 0.436
C 3.561 -0.306 0.152
N -1.927 -0.661 -0.465
O 0.126 0.661 -0.380
O 2.586 0.434 0.237
H -2.217 -0.317 1.602
H -2.407 1.272 0.380
H 4.471 0.185 0.554
H 3.284 -1.314 -0.336
H -2.285 -1.577 -0.321
H -1.716 -0.171 -1.324
H -0.388 1.479 -0.659
H 1.189 0.363 -0.068
*
```

***

Going by the computed energies, the most stable comes first: entry w, entry x.

***

Entry w
A cluster of 2 separate species, C8H15NO in total, computed with the ωB97M-V functional and the def2-TZVPD basis.

Calculated values
SMILES string   CC(C)=C(C)C.CN=C=O
HOMO   -8.4 eV
Orbital gap   9.113 eV

Structure (ORCA input):
```
! wB97M-V def2-TZVPD RIJCOSX def2/J DEFGRID3
* xyz 0 1
C -2.967 0.691 0.270
C 0.614 0.903 -0.453
C 0.800 0.167 0.658
C 0.070 2.299 -0.615
C 0.635 0.157 -1.718
C 0.576 0.706 2.059
C 1.182 -1.358 0.748
C -2.847 -1.732 -0.409
N -3.144 -0.428 0.024
O -2.925 1.804 0.477
H 0.913 2.933 -0.429
H -0.674 2.459 0.116
H -0.220 2.467 -1.654
H 0.677 0.993 -2.473
H -0.298 -0.341 -1.829
H 1.465 -0.563 -1.796
H -0.382 0.481 2.413
H 0.550 1.811 1.837
H 1.247 0.548 2.850
H 1.977 -1.455 -0.066
H 0.283 -1.687 0.333
H 1.369 -1.626 1.760
H -3.395 -2.435 0.140
H -3.222 -1.786 -1.376
H -1.721 -1.907 -0.436
*
```

***

Entry x
A cluster of 4 separate species, C8H15NO in total, computed with the ωB97M-V functional and the def2-TZVPD basis.

Calculated values
HOMO   -7.9 eV
Orbital gap   8.316 eV

Structure (ORCA input):
```
! wB97M-V def2-TZVPD RIJCOSX def2/J DEFGRID3
* xyz 0 1
C 1.795 -0.924 -1.014
C 0.252 1.139 -0.650
C 1.344 1.300 0.525
C 1.553 -0.147 1.254
C 0.187 -0.673 0.608
C -1.144 -1.410 0.238
C -1.894 -0.237 -0.323
C -1.328 1.258 -0.401
H 2.357 -1.943 0.130
H 1.726 -1.689 -2.382
H 2.892 0.034 -1.218
H 0.489 1.781 -1.427
H 2.250 1.938 0.407
H 0.864 1.576 1.468
H 2.456 -0.655 0.992
H 1.625 -0.088 2.488
H -0.407 0.075 1.264
H -1.559 -1.643 1.192
H -1.212 -2.105 -0.582
H -2.206 -0.429 -1.314
H -3.954 -0.546 0.151
H -1.683 1.936 0.263
H -1.713 1.645 -1.352
N 0.586 -0.239 -0.704
O -3.276 0.044 0.386
*
```

***

Going by the computed energies, the most stable comes first: entry w, entry x.